1.
Density functional theory data (ωB97M-V/def2-TZVPD) for an isolated ion of composition C3H10N and charge +1.

Each line ends with the Löwdin charge.
Cartesian coordinates (Å):
C (0.146, 1.471, -1.217)  -0.119
C (0.028, 0.755, 0.038)  -0.223
N (-0.041, -0.768, -0.082)  0.029
C (-0.132, -1.587, 1.259)  0.028
H (-0.479, 1.088, -2.028)  0.084
H (-0.132, 2.545, -1.276)  0.115
H (1.123, 1.411, -1.769)  0.106
H (0.613, 1.293, 0.799)  0.145
H (-0.958, 1.103, 0.528)  0.160
H (0.918, -1.123, -0.352)  0.192
H (-0.635, -1.106, -0.813)  0.164
H (0.640, -1.204, 1.949)  0.104
H (-0.067, -2.733, 1.336)  0.141
H (-1.026, -1.144, 1.629)  0.075

Calculated values
SMILES string: CC[NH2+]C
ΔE to the lowest compared entry with this formula, charge and spin, kJ/mol: 164.87
Net charge: +1
E_LUMO, eV: -3.536

2.
Density functional theory data (ωB97M-V/def2-TZVPD) for a 12-piece molecular cluster, C39H87N2O28 overall.

Each line ends with the Löwdin charge.
Cartesian coordinates (Å):
N (0.387, 3.189, 3.821)  0.316
H (0.782, 2.666, 4.590)  0.144
H (-0.043, 2.634, 3.095)  0.050
H (1.057, 3.696, 3.261)  0.068
H (-0.275, 3.836, 4.225)  0.140
N (-2.777, 0.658, 3.612)  0.299
H (-2.449, 0.426, 4.538)  0.118
H (-3.260, 1.545, 3.634)  0.137
H (-3.392, 0.008, 3.143)  0.067
H (-2.033, 0.964, 3.001)  0.039
C (-0.151, 1.092, -0.473)  -0.040
C (-0.009, 0.669, 1.014)  -0.537
C (1.494, 0.698, 1.240)  -0.063
O (-0.744, 1.434, 1.939)  -0.334
H (0.131, 2.117, -0.714)  0.061
H (-1.178, 1.046, -0.835)  0.062
H (0.386, 0.366, -1.084)  0.076
H (-0.285, -0.371, 1.188)  0.089
H (1.758, 0.254, 2.199)  0.060
H (2.015, 1.655, 1.247)  0.066
H (1.989, 0.050, 0.517)  0.055
C (-4.088, 5.488, -3.626)  -0.057
C (-3.387, 4.222, -3.187)  -0.225
O (-2.924, 4.273, -1.841)  -0.025
C (-1.785, 4.910, -1.416)  -0.501
O (-0.972, 5.532, -2.132)  0.093
O (-1.748, 4.805, -0.083)  -0.018
C (-2.619, 3.982, 0.700)  -0.038
H (-4.461, 5.316, -4.635)  0.087
H (-3.397, 6.331, -3.648)  0.082
H (-4.908, 5.633, -2.923)  0.083
H (-2.526, 4.106, -3.846)  0.127
H (-4.132, 3.430, -3.252)  0.103
H (-2.724, 4.492, 1.658)  0.093
H (-2.251, 2.956, 0.682)  0.072
H (-3.642, 3.889, 0.335)  0.082
C (5.484, 1.881, 2.897)  -0.077
C (6.053, 2.072, 1.532)  -0.215
O (5.335, 1.348, 0.529)  0.040
C (4.889, 1.876, -0.600)  -0.562
O (5.031, 3.064, -0.890)  0.107
O (4.234, 0.907, -1.274)  -0.010
C (3.612, 1.368, -2.464)  -0.059
H (4.438, 2.184, 2.870)  0.061
H (5.899, 2.571, 3.633)  0.080
H (5.574, 0.852, 3.244)  0.081
H (7.083, 1.720, 1.479)  0.132
H (6.053, 3.161, 1.489)  0.117
H (2.835, 0.640, -2.697)  0.077
H (4.354, 1.395, -3.262)  0.104
H (3.130, 2.345, -2.425)  0.086
C (3.421, -2.376, -0.926)  -0.053
C (2.743, -2.884, -2.137)  -0.245
O (3.412, -3.917, -2.853)  0.029
C (2.867, -4.509, -3.984)  -0.465
O (1.711, -4.272, -4.351)  0.083
O (3.714, -5.507, -4.420)  -0.028
C (3.376, -6.516, -5.431)  -0.011
H (4.415, -2.008, -1.176)  0.085
H (3.745, -3.167, -0.250)  0.080
H (2.796, -1.657, -0.396)  0.067
H (2.396, -2.086, -2.794)  0.125
H (1.792, -3.308, -1.813)  0.079
H (2.671, -7.248, -5.037)  0.082
H (4.256, -7.076, -5.745)  0.094
H (2.870, -6.023, -6.261)  0.092
C (4.067, 6.925, 4.234)  -0.050
C (4.783, 6.173, 3.090)  -0.170
O (4.052, 6.015, 1.849)  0.064
C (3.044, 5.185, 1.799)  -0.577
O (2.728, 4.381, 2.705)  0.038
O (2.494, 5.366, 0.641)  0.056
C (1.389, 4.618, 0.231)  -0.019
H (4.708, 7.037, 5.109)  0.080
H (3.129, 6.516, 4.608)  0.066
H (3.859, 7.927, 3.860)  0.080
H (5.130, 5.172, 3.345)  0.106
H (5.709, 6.681, 2.823)  0.128
H (0.657, 4.605, 1.038)  0.090
H (1.633, 3.603, -0.085)  0.085
H (1.004, 5.127, -0.652)  0.095
C (-3.403, -4.333, 6.896)  -0.040
C (-3.210, -4.570, 5.352)  -0.121
O (-1.951, -3.958, 4.871)  0.061
C (-1.819, -2.693, 4.699)  -0.651
O (-2.709, -1.906, 4.703)  0.138
O (-0.509, -2.550, 4.525)  0.030
C (0.000, -1.366, 3.963)  -0.062
H (-4.330, -4.819, 7.202)  0.078
H (-3.549, -3.257, 6.994)  0.066
H (-2.525, -4.643, 7.464)  0.081
H (-4.017, -4.096, 4.793)  0.090
H (-3.267, -5.637, 5.138)  0.127
H (1.062, -1.412, 3.720)  0.094
H (-0.078, -0.465, 4.570)  0.088
H (-0.561, -1.062, 3.079)  0.051
C (-7.067, -3.768, 4.171)  -0.060
C (-6.477, -2.583, 3.519)  -0.208
O (-5.397, -3.093, 2.668)  0.038
C (-4.457, -2.277, 2.177)  -0.540
O (-4.451, -1.057, 2.116)  0.084
O (-3.489, -3.072, 1.685)  0.034
C (-2.366, -2.483, 1.143)  -0.038
H (-7.236, -4.509, 3.391)  0.099
H (-7.950, -3.522, 4.762)  0.093
H (-6.333, -4.079, 4.914)  0.067
H (-6.115, -1.781, 4.162)  0.126
H (-7.247, -2.108, 2.911)  0.126
H (-1.963, -1.781, 1.873)  0.066
H (-2.635, -1.929, 0.243)  0.100
H (-1.514, -3.134, 0.950)  0.074
C (2.010, -4.042, 2.487)  -0.037
C (0.790, -3.922, 1.665)  -0.290
O (1.055, -4.497, 0.460)  0.036
C (0.146, -5.148, -0.250)  -0.483
O (-0.982, -5.573, 0.196)  0.060
O (0.753, -5.408, -1.442)  -0.033
C (0.271, -6.417, -2.305)  -0.036
H (2.384, -5.061, 2.388)  0.101
H (1.741, -3.683, 3.481)  0.073
H (2.821, -3.396, 2.151)  0.078
H (0.491, -2.882, 1.532)  0.107
H (-0.099, -4.343, 2.135)  0.127
H (-0.149, -5.868, -3.148)  0.093
H (-0.415, -7.085, -1.785)  0.098
H (1.018, -7.121, -2.670)  0.093
C (-0.975, -2.858, -2.461)  -0.064
C (-1.612, -1.623, -2.984)  -0.255
O (-2.488, -1.116, -2.025)  -0.005
C (-3.213, 0.048, -2.304)  -0.466
O (-3.009, 0.833, -3.239)  0.110
O (-4.126, 0.183, -1.299)  -0.019
C (-5.071, 1.235, -1.250)  -0.031
H (-0.438, -2.557, -1.562)  0.074
H (-0.214, -3.216, -3.155)  0.072
H (-1.662, -3.675, -2.238)  0.098
H (-2.130, -1.933, -3.891)  0.137
H (-0.802, -0.964, -3.297)  0.127
H (-4.680, 2.016, -1.902)  0.062
H (-5.040, 1.693, -0.262)  0.087
H (-6.101, 0.996, -1.516)  0.103
C (1.160, 0.853, -9.131)  -0.068
C (2.029, 1.488, -8.035)  -0.174
O (1.065, 1.735, -6.968)  0.014
C (1.456, 1.910, -5.699)  -0.486
O (2.641, 1.842, -5.291)  0.075
O (0.361, 2.106, -4.889)  -0.005
C (0.454, 2.420, -3.499)  -0.051
H (0.473, 1.592, -9.544)  0.079
H (0.639, -0.062, -8.848)  0.080
H (1.882, 0.580, -9.901)  0.076
H (2.405, 2.422, -8.452)  0.126
H (2.815, 0.828, -7.670)  0.123
H (0.879, 3.405, -3.305)  0.103
H (1.115, 1.721, -2.988)  0.045
H (-0.497, 2.325, -2.974)  0.074

Calculated values
ΔE to the lowest compared entry with this formula, charge and spin, kJ/mol: 0.00
Net charge: +1
E_LUMO, eV: -2.856

3.
Density functional theory data (ωB97M-V/def2-TZVPD) for a single C7H12N2O5 molecule.

Each line ends with the Löwdin charge.
Cartesian coordinates (Å):
N (2.654, -2.145, -0.600)  -0.009
C (1.710, -2.120, 0.535)  -0.155
C (0.823, -0.795, 0.539)  -0.446
O (0.100, -0.729, 1.521)  0.034
N (0.980, -0.023, -0.534)  0.129
C (0.386, 1.266, -0.562)  -0.220
C (-1.042, 1.229, -0.131)  -0.148
C (-1.932, 0.176, -0.795)  -0.092
C (-3.175, -0.158, 0.046)  -0.428
O (-4.370, 0.073, -0.251)  0.061
O (-2.967, -0.784, 1.268)  0.093
C (1.329, 2.263, 0.270)  -0.476
O (2.406, 1.939, 0.593)  0.171
O (0.721, 3.411, 0.610)  0.121
H (3.432, -2.755, -0.465)  0.060
H (2.079, -2.407, -1.429)  0.091
H (2.186, -1.990, 1.560)  0.139
H (1.089, -3.029, 0.668)  0.116
H (1.547, -0.332, -1.227)  0.097
H (0.552, 1.816, -1.481)  0.160
H (-0.886, 0.747, 0.894)  0.122
H (-1.531, 2.240, -0.098)  0.143
H (-1.423, -0.785, -1.080)  0.139
H (-2.358, 0.521, -1.767)  0.130
H (-2.051, -0.999, 1.405)  0.060
H (-0.258, 3.367, 0.511)  0.110

Calculated values
SMILES string: NCC(=O)N[C@@H](CCC(=O)O)C(=O)O
ΔE to the lowest compared entry with this formula, charge and spin, kJ/mol: 167.90
E_LUMO, eV: 0.305

4.
Density functional theory data (ωB97M-V/def2-TZVPD) for C25H33N3O3PRu as an isolated structure.

Each line ends with the Mulliken spin population.
Cartesian coordinates (Å):
Ru (0.236, 0.779, -1.003)  2.635
C (2.948, 0.031, -2.315)  -0.006
N (2.559, 0.993, -1.280)  0.020
C (3.328, 0.756, -0.058)  0.022
C (2.776, 2.370, -1.757)  0.036
C (1.857, 3.376, -1.056)  -0.021
N (0.438, 3.062, -1.249)  0.043
C (-0.397, 3.823, -0.326)  0.008
C (-0.020, 3.304, -2.616)  0.015
H (4.001, 0.153, -2.603)  0.006
H (2.323, 0.164, -3.202)  0.012
H (2.808, -0.984, -1.943)  0.001
H (4.399, 0.925, -0.227)  -0.001
H (3.188, -0.271, 0.278)  -0.004
H (2.983, 1.419, 0.734)  -0.001
H (2.593, 2.399, -2.833)  -0.003
H (3.820, 2.671, -1.592)  0.001
H (2.090, 4.386, -1.424)  0.002
H (2.054, 3.353, 0.021)  0.004
H (-0.288, 4.904, -0.480)  0.000
H (-0.129, 3.583, 0.705)  0.003
H (-1.441, 3.554, -0.491)  0.000
H (0.040, 4.370, -2.874)  0.007
H (-1.059, 2.977, -2.698)  -0.002
H (0.576, 2.735, -3.332)  0.002
O (-3.885, 0.328, -0.230)  0.009
C (-2.694, 0.551, -0.148)  -0.012
O (-1.917, 0.784, -1.125)  0.063
C (-2.068, 0.567, 1.291)  0.019
P (-0.279, 0.108, 1.271)  0.039
C (-0.387, -1.706, 1.097)  0.409
C (0.306, -2.292, -0.089)  -0.130
C (0.198, -3.763, -0.200)  0.265
C (-0.495, -4.494, 0.707)  -0.084
C (-1.140, -3.893, 1.802)  0.348
C (-1.072, -2.512, 1.974)  -0.049
C (0.198, 0.282, 3.023)  0.016
C (1.039, -0.643, 3.638)  0.027
C (1.415, -0.466, 4.957)  -0.005
C (0.973, 0.636, 5.670)  0.016
C (0.161, 1.575, 5.053)  -0.007
C (-0.210, 1.407, 3.733)  0.017
H (-2.638, -0.097, 1.949)  0.004
H (-2.171, 1.587, 1.674)  0.005
H (1.362, -1.958, -0.115)  0.118
H (0.682, -4.230, -1.044)  0.004
H (-0.550, -5.563, 0.591)  0.001
H (-1.685, -4.500, 2.504)  0.007
H (-1.572, -2.057, 2.818)  0.001
H (1.388, -1.506, 3.090)  -0.010
H (2.052, -1.195, 5.435)  0.000
H (1.262, 0.769, 6.701)  0.001
H (-0.187, 2.435, 5.602)  0.000
H (-0.827, 2.154, 3.257)  0.004
O (-0.120, -1.627, -1.366)  0.108
N (-1.286, -2.087, -1.933)  -0.005
C (-2.460, -2.157, -1.251)  0.008
C (-3.632, -2.359, -1.925)  -0.012
C (-3.627, -2.506, -3.314)  0.014
C (-2.405, -2.443, -3.988)  -0.006
C (-1.253, -2.219, -3.289)  0.016
H (-2.423, -2.028, -0.182)  0.018
H (-4.553, -2.379, -1.366)  0.000
H (-4.548, -2.651, -3.853)  0.001
H (-2.357, -2.565, -5.058)  0.000
H (-0.277, -2.124, -3.736)  0.005

Calculated values
Expectation value of S²: 6.06
ΔE to the lowest compared entry with this formula, charge and spin, kJ/mol: 281.68
Spin multiplicity: 5
Net charge: +1
E_LUMO (spin up / spin down), eV: -3.547 / -4.407

Which value of ΔE to the lowest compared entry with this formula, charge and spin does entry 1 give?
164.87 kJ/mol

ΔE to the lowest compared entry with this formula, charge and spin of number 4 (C25H33N3O3PRu)?
281.68 kJ/mol

Among the records above, which one has the highest ΔE to the lowest compared entry with this formula, charge and spin?
C25H33N3O3PRu

Repeat the first record exactly.
Density functional theory data (ωB97M-V/def2-TZVPD) for an isolated ion of composition C3H10N and charge +1.

Each line ends with the Löwdin charge.
Cartesian coordinates (Å):
C (0.146, 1.471, -1.217)  -0.119
C (0.028, 0.755, 0.038)  -0.223
N (-0.041, -0.768, -0.082)  0.029
C (-0.132, -1.587, 1.259)  0.028
H (-0.479, 1.088, -2.028)  0.084
H (-0.132, 2.545, -1.276)  0.115
H (1.123, 1.411, -1.769)  0.106
H (0.613, 1.293, 0.799)  0.145
H (-0.958, 1.103, 0.528)  0.160
H (0.918, -1.123, -0.352)  0.192
H (-0.635, -1.106, -0.813)  0.164
H (0.640, -1.204, 1.949)  0.104
H (-0.067, -2.733, 1.336)  0.141
H (-1.026, -1.144, 1.629)  0.075

Calculated values
SMILES string: CC[NH2+]C
ΔE to the lowest compared entry with this formula, charge and spin, kJ/mol: 164.87
Net charge: +1
E_LUMO, eV: -3.536